{
  "formula": "C36H40N5O",
  "method": "ωB97M-V/def2-TZVPD",
  "homo_energy_ev": -11.0,
  "relative_energy_kcal_mol": 0.0,
  "energy_ev": -47472.2444,
  "charge": 1,
  "lumo_energy_ha": -0.1611,
  "multiplicity": 1,
  "homo_lumo_gap_ev": 6.61,
  "symbols": ["C", "N", "C", "O", "C", "C", "C", "C", "C", "C", "C", "C", "N", "C", "C", "C", "C", "C", "C", "C", "C", "C", "C", "C", "C", "C", "C", "C", "C", "C", "C", "H", "H", "H", "H", "H", "H", "H", "H", "H", "H", "H", "H", "H", "H", "H", "H", "H", "H", "H", "H", "H", "H", "H", "H", "H", "H", "H", "C", "C", "N", "C", "C", "C", "C", "C", "N", "C", "N", "H", "H", "H", "H", "H", "H", "H", "H", "H", "H", "H", "H", "H"],
  "xyz": [[-3.7992, -2.2754, -2.2397], [-2.7806, -1.2529, -2.1814], [-2.9046, -0.0656, -2.8682], [-3.8004, 0.2219, -3.6415], [-1.7391, 0.8233, -2.4481], [-2.2449, 2.0999, -1.7948], [-3.0365, 1.7948, -0.5474], [-4.4094, 1.5539, -0.6303], [-5.1325, 1.2207, 0.5219], [-4.4776, 1.1239, 1.7533], [-3.1103, 1.3961, 1.8440], [-2.3999, 1.7697, 0.6949], [-0.9836, -0.0394, -1.5397], [0.1070, 0.3881, -0.8625], [0.5826, -0.2619, 0.2631], [1.7800, 0.0484, 0.9469], [2.4624, -0.9767, 1.7285], [3.7866, -0.7693, 2.1808], [4.4347, -1.7310, 2.9549], [3.7685, -2.9177, 3.3005], [2.4740, -3.1612, 2.8238], [1.8238, -2.1987, 2.0531], [-1.6385, -1.3388, -1.2795], [-0.8043, -2.5662, -1.5351], [-0.3735, -2.8924, -2.7623], [0.3630, -4.0997, -3.1089], [0.7880, -4.3011, -4.4462], [1.4603, -5.4635, -4.8164], [1.7303, -6.4538, -3.8562], [1.3334, -6.2600, -2.5243], [0.6613, -5.0954, -2.1490], [-4.5269, -1.9927, -3.0043], [-3.3493, -3.2391, -2.5038], [-4.3119, -2.3781, -1.2706], [-1.1405, 1.0424, -3.3496], [-1.4039, 2.7594, -1.5616], [-2.8893, 2.5936, -2.5351], [-4.9041, 1.6207, -1.6014], [-6.2015, 1.0305, 0.4413], [-5.0400, 0.8385, 2.6487], [-2.5772, 1.3235, 2.7944], [-1.3411, 2.0314, 0.7544], [0.6202, 1.2399, -1.3169], [-0.0527, -1.0528, 0.6764], [2.3947, 0.8880, 0.6198], [4.2876, 0.1565, 1.8934], [5.4770, -1.5692, 3.2442], [4.2665, -3.6738, 3.9087], [1.9786, -4.1197, 2.9978], [0.8177, -2.4157, 1.6829], [-1.9786, -1.3712, -0.2263], [-0.5837, -3.1793, -0.6538], [-0.5851, -2.2121, -3.5975], [0.5717, -3.5184, -5.1758], [1.7774, -5.6026, -5.8515], [2.2514, -7.3676, -4.1434], [1.5490, -7.0199, -1.7706], [0.3525, -4.9421, -1.1120], [0.4982, 4.3953, -2.0207], [1.5783, 4.0659, -1.2256], [1.2202, 4.3992, 0.0693], [2.0175, 4.2610, 1.2945], [1.3648, 3.4004, 2.3895], [2.0302, 3.6027, 3.7453], [1.6892, 2.3448, 4.5552], [1.1365, 1.3253, 3.5474], [1.3218, 1.9420, 2.2033], [-0.0361, 4.9595, 0.0216], [-0.4980, 4.9128, -1.2276], [0.3935, 4.2614, -3.0880], [2.5376, 3.6464, -1.4882], [3.0144, 3.8928, 1.0180], [2.1298, 5.2665, 1.7431], [0.3143, 3.7365, 2.4677], [3.1104, 3.7207, 3.6253], [1.6535, 4.5279, 4.1917], [2.5577, 1.9512, 5.0964], [0.9053, 2.5799, 5.2833], [1.6392, 0.3536, 3.6565], [0.0621, 1.1484, 3.7449], [0.4803, 1.7344, 1.6592], [-0.5004, 5.3810, 0.9156]],
  "atomic_forces_ev_per_a": [[-0.0672, -0.3722, 0.1503], [-0.0163, 0.8702, -0.2834], [-0.4142, -0.7407, 0.1364], [0.8369, -0.0436, 0.6077], [0.2168, -0.2302, -0.9843], [-0.2180, 0.1975, 0.0955], [-0.0286, 0.4212, 0.0284], [-0.1040, -0.2111, 0.4101], [0.3575, 0.0562, -0.1951], [-0.0559, -0.0875, 0.0823], [0.1785, 0.1349, -0.3442], [-0.4364, -0.3882, 0.2517], [1.7809, 0.5077, 1.0364], [-1.4376, -0.4773, -1.1977], [0.5741, -0.0631, 1.3308], [0.3288, -1.2247, -2.6158], [-0.1357, -0.1332, 0.9657], [-0.4296, -0.1024, -0.0940], [-0.1070, -0.0633, -0.1988], [-0.0137, 0.1829, -0.2748], [0.0064, 0.2536, -0.2886], [0.2253, 0.0097, 0.0894], [-0.8960, 0.0916, 0.1196], [0.5106, 0.0192, -0.2052], [-0.2094, 0.4025, 0.4837], [0.7464, -1.0446, -0.3803], [-0.2472, 0.0826, 0.7284], [0.0630, -0.2383, 0.3586], [-0.2098, 0.4827, -0.0124], [-0.0519, 0.2244, -0.1138], [0.0141, 0.1699, -0.5512], [0.1797, 0.0085, 0.1542], [-0.1181, 0.1490, 0.0313], [0.1290, 0.0714, -0.2359], [-0.1493, 0.0398, 0.3040], [-0.2027, -0.0596, -0.1118], [0.2662, -0.0043, 0.1464], [0.0972, -0.0451, 0.2955], [0.2364, 0.0489, 0.1066], [0.2384, 0.1375, -0.3622], [-0.2990, 0.0735, -0.1798], [-0.2723, -0.0261, 0.0055], [-0.2268, 0.1113, 0.3525], [0.4170, 0.2682, -0.3273], [-0.1979, -0.6091, -0.2413], [-0.0491, -0.2277, 0.1758], [-0.4564, -0.0760, 0.0393], [-0.0833, 0.2483, -0.1904], [0.2072, 0.3770, 0.1376], [0.4532, 0.0634, 0.2092], [-0.0750, 0.1611, -0.2930], [-0.1284, 0.1592, -0.4485], [-0.0706, -0.2093, 0.2687], [0.0730, -0.2789, 0.0949], [-0.1041, 0.0280, 0.3318], [-0.1543, 0.2668, 0.0781], [-0.0570, 0.2099, -0.2721], [0.1435, -0.2214, -0.3482], [0.3320, -0.1993, 1.3117], [-0.5629, 0.0046, -0.0113], [-0.0868, 0.1447, 0.1846], [0.0124, 0.1222, 0.0898], [-0.4255, 0.3891, 0.0866], [0.1909, 0.1917, -0.0744], [-0.2003, 0.1776, 0.3352], [-0.4048, 0.1417, 0.3154], [-0.8476, -0.2341, 0.2689], [0.6374, -0.8303, -1.5069], [-0.0805, 0.6732, 0.7308], [-0.0582, 0.1167, 0.1250], [-0.0001, 0.0614, 0.2014], [-0.2542, 0.0468, 0.1279], [0.1026, -0.4045, -0.2868], [0.2135, 0.1062, 0.0417], [-0.0119, -0.0563, -0.0310], [0.1386, -0.1872, 0.0889], [-0.2436, 0.1586, -0.1185], [0.2910, -0.0971, 0.0156], [-0.0926, 0.3506, -0.3199], [0.3789, 0.0570, -0.1075], [0.4578, 0.1504, 0.2209], [-0.0436, -0.2341, -0.5440]],
  "mulliken_charge": [-1.039, 0.402, -0.004, -0.656, 0.158, 0.117, -0.378, -0.328, -0.810, -0.630, -0.732, 1.020, 0.596, -1.697, 0.875, -0.080, 0.612, -0.059, -0.864, -0.354, -0.800, -0.038, -0.717, -0.921, 0.042, 0.791, -0.415, -0.588, -0.424, -0.659, -0.425, 0.379, 0.297, 0.352, 0.595, -1.039, 0.900, 0.471, 0.409, 0.409, 0.410, 0.176, 0.486, 0.392, 0.064, 0.406, 0.406, 0.401, 0.415, 0.291, 0.729, 0.227, 0.217, 0.364, 0.376, 0.377, 0.377, 0.268, -0.532, -0.267, 0.431, -1.354, 0.542, -0.870, -0.644, -0.237, 0.223, -0.243, -0.652, 0.443, 0.471, 0.320, 0.270, 0.337, 0.357, 0.388, 0.316, 0.290, 0.297, 0.054, -0.523, 0.433]
}